ORCA calculation (ωB97M-V/def2-TZVPD) on C15H16N2O4SSe2Te2Ti as an isolated structure.

CARTESIAN COORDINATES (ANGSTROEM)
Ti  -1.95  1.94  -0.10
Se  -2.15  2.06  2.66
Te  -1.87  4.55  2.72
Te  -1.21  4.73  0.09
Se  -1.23  1.94  -2.24
C  2.63  -3.34  -1.92
C  1.30  -2.80  -1.46
C  0.96  -2.79  -0.11
C  -0.25  -2.27  0.31
C  -1.14  -1.77  -0.62
C  -0.82  -1.75  -1.97
C  0.40  -2.26  -2.38
S  -2.81  -1.45  -0.13
O  -3.02  -2.25  1.06
O  -3.63  -1.85  -1.27
N  -2.95  0.10  0.18
C  -4.35  0.36  0.58
C  -4.69  1.83  0.42
O  -5.75  2.26  0.84
O  -3.80  2.54  -0.22
H  3.15  -3.85  -1.11
H  3.27  -2.54  -2.29
H  2.50  -4.06  -2.74
H  1.66  -3.19  0.61
H  -0.54  -2.30  1.35
H  -1.53  -1.36  -2.68
H  0.66  -2.24  -3.43
H  -4.56  0.06  1.61
H  -5.04  -0.18  -0.08
C  4.61  1.29  1.22
C  3.12  1.38  0.98
C  2.30  2.15  1.78
C  0.93  2.19  1.52
N  0.35  1.52  0.52
C  1.16  0.83  -0.29
C  2.53  0.72  -0.08
H  4.90  1.86  2.10
H  5.16  1.68  0.36
H  4.91  0.25  1.37
H  2.69  2.73  2.60
H  0.27  2.77  2.15
H  0.70  0.39  -1.16
H  3.11  0.11  -0.76

Calculated values
Total charge: -2
Energy relative to the best compared isomer or geometry (same formula, charge and spin) in kJ/mol: 8.4
Gap between HOMO and LUMO in eV: 4.6
E in Eh: -7578.4531
2S+1: 1

=====

ORCA calculation (ωB97M-V/def2-TZVPD) on a 2-piece molecular cluster, C5H11O2 overall.

CARTESIAN COORDINATES (ANGSTROEM)
C  -1.28  -0.99  -0.22
C  -1.67  -1.59  1.14
C  -2.37  -0.19  -0.93
H  -0.37  -0.42  -0.07
H  -1.12  -1.83  -0.88
H  -2.02  -0.79  1.81
H  -2.77  0.66  -0.37
H  -2.00  0.09  -1.91
H  -0.80  -2.07  1.57
H  -2.57  -2.19  1.01
H  -3.24  -0.84  -1.13
C  2.77  1.84  -0.50
C  3.01  0.95  0.73
O  3.73  1.40  1.65
O  2.46  -0.17  0.67
H  1.88  1.50  -1.02
H  3.60  1.74  -1.21
H  2.74  2.92  -0.32

Calculated values
Total charge: -1
Energy relative to the best compared isomer or geometry (same formula, charge and spin) in kJ/mol: 29.6
Gap between HOMO and LUMO in eV: 7.3
E in Eh: -347.6384
2S+1: 1

=====

ORCA calculation (ωB97M-V/def2-TZVPD) on a 8-piece molecular cluster, C32H64O16S8 overall.

CARTESIAN COORDINATES (ANGSTROEM)
O  17.44  52.13  21.50
S  17.30  50.71  21.22
O  17.75  49.80  22.33
C  15.74  50.16  20.64
C  16.08  49.14  19.52
C  17.57  49.23  19.26
C  18.11  50.47  19.74
H  15.30  50.92  20.44
H  15.19  49.63  21.50
H  15.82  48.03  19.68
H  15.55  49.45  18.61
H  17.79  49.04  17.97
H  18.15  48.58  19.81
H  17.55  51.38  19.18
H  19.08  50.47  19.64
O  18.43  42.78  14.70
S  17.54  43.43  13.72
O  17.31  44.85  13.72
C  17.99  42.92  12.12
C  16.68  42.12  11.64
C  15.48  42.55  12.51
C  15.92  42.63  13.83
H  18.78  42.42  11.72
H  18.17  43.79  11.59
H  16.34  42.42  10.59
H  16.92  41.16  11.72
H  14.73  41.75  12.45
H  14.80  43.34  12.18
H  15.92  41.64  14.38
H  15.25  43.18  14.40
O  15.02  46.66  7.96
S  14.30  47.15  9.10
O  12.89  47.59  9.13
C  14.60  46.07  10.38
C  16.04  46.28  10.78
C  16.23  47.80  10.82
C  15.34  48.43  9.84
H  14.37  45.06  10.19
H  13.80  46.10  11.13
H  16.34  45.69  11.69
H  16.69  45.94  9.73
H  17.21  48.11  10.63
H  15.92  48.02  12.04
H  15.96  48.92  9.08
H  14.77  49.19  10.36
O  5.66  45.88  13.81
S  6.93  46.50  13.69
O  7.63  46.32  12.46
C  6.90  48.23  14.08
C  7.64  48.36  15.40
C  8.63  47.17  15.44
C  7.90  46.03  15.08
H  5.87  48.52  14.14
H  7.31  48.84  13.25
H  8.20  49.40  15.36
H  6.81  48.28  16.24
H  9.17  47.12  16.50
H  9.47  47.28  14.89
H  7.19  45.61  15.89
H  8.35  45.22  14.78
O  11.86  45.04  16.58
S  11.70  43.67  17.16
O  12.27  43.44  18.47
C  10.08  43.29  17.20
C  9.80  42.67  15.82
C  11.08  41.72  15.77
C  12.22  42.54  15.96
H  9.33  44.12  17.39
H  9.86  42.70  18.03
H  8.88  42.06  15.88
H  9.72  43.41  15.09
H  11.00  41.27  14.81
H  11.11  40.87  16.40
H  12.62  43.26  15.17
H  13.02  41.86  16.31
O  13.82  47.50  17.46
S  14.14  47.96  16.13
O  14.66  49.26  15.92
C  15.13  46.76  15.45
C  14.28  46.02  14.49
C  13.35  47.13  13.95
C  12.80  47.88  15.08
H  15.50  46.16  16.30
H  15.84  47.46  14.95
H  14.76  45.49  13.82
H  13.61  45.20  14.85
H  12.36  46.63  13.51
H  13.77  47.80  13.12
H  12.03  47.20  15.41
H  12.08  48.66  14.76
O  12.18  44.33  11.05
S  10.86  44.54  11.51
O  10.41  44.05  12.78
C  10.58  46.28  11.20
C  9.78  46.28  9.95
C  8.90  45.02  9.93
C  9.69  43.92  10.29
H  11.42  46.78  11.08
H  10.03  46.87  12.06
H  9.17  47.15  9.92
H  10.46  46.42  9.25
H  8.71  44.84  8.86
H  7.96  45.08  10.48
H  10.21  43.48  9.52
H  9.06  43.18  10.69
O  13.46  45.52  23.72
S  13.85  46.51  22.77
O  14.80  47.52  23.19
C  14.62  45.66  21.40
C  13.59  45.70  20.31
C  12.70  46.93  20.56
C  12.37  47.11  21.94
H  14.72  44.58  21.62
H  15.59  46.25  21.17
H  13.86  45.62  19.23
H  13.00  44.69  20.42
H  11.88  46.83  20.20
H  12.98  47.88  20.24
H  11.68  46.48  22.28
H  12.32  48.13  22.27

Calculated values
Total charge: 0
Energy relative to the best compared isomer or geometry (same formula, charge and spin) in kJ/mol: 1358.5
Gap between HOMO and LUMO in eV: 9.6
E in Eh: -5646.4333
SMILES string: O=S1(=O)CCCC1.O=S1(=O)CCCC1.O=S1(=O)CCCC1.O=S1(=O)CCCC1.O=S1(=O)CCCC1.O=S1(=O)CCCC1.O=S1(=O)CCCC1.O=S1(=O)CCCC1
2S+1: 1

=====

ORCA calculation (ωB97M-V/def2-TZVPD) on a 2-piece molecular cluster, C3H5P overall.

CARTESIAN COORDINATES (ANGSTROEM)
C  0.48  1.28  1.72
C  1.58  1.89  1.98
C  -0.21  -0.65  -1.81
P  -0.82  0.68  2.54
H  0.34  -0.39  -0.86
H  0.12  0.00  -2.57
H  0.01  -1.67  -1.95
H  -1.25  -0.49  -1.61
H  -0.25  -0.64  2.57

Calculated values
Total charge: 0
Energy relative to the best compared isomer or geometry (same formula, charge and spin) in kJ/mol: 345.3
Gap between HOMO and LUMO in eV: 7.6
E in Eh: -458.4500
2S+1: 1

=====

ORCA calculation (ωB97M-V/def2-TZVPD) on C4H2ClO2 as an isolated structure.

CARTESIAN COORDINATES (ANGSTROEM)
C  -1.06  0.05  -0.03
C  -0.05  1.03  -0.04
C  -0.38  -1.15  -0.04
C  1.17  0.03  -0.02
O  -0.12  2.25  0.01
O  -0.44  -2.39  0.02
Cl  -2.89  0.18  0.02
H  1.92  0.04  -0.75
H  1.83  -0.04  0.82

Calculated values
Total charge: -1
Energy relative to the best compared isomer or geometry (same formula, charge and spin) in kJ/mol: 102.4
Gap between HOMO and LUMO in eV: 7.9
E in Eh: -764.2945
2S+1: 1

=====

ORCA calculation (ωB97M-V/def2-TZVPD) on C21H29ClN2O4Tl as an isolated structure.

CARTESIAN COORDINATES (ANGSTROEM)
Tl  -2.22  -0.47  0.92
Cl  -2.98  1.21  2.98
N  0.07  2.27  0.34
N  -0.46  -2.47  0.92
C  -0.79  2.99  -0.31
C  -0.77  -3.04  -0.18
C  1.15  3.19  0.78
C  0.54  4.57  0.52
C  2.39  2.95  -0.07
C  1.47  2.94  2.24
H  2.18  3.17  -1.12
H  2.69  1.91  0.03
H  3.20  3.60  0.28
H  0.57  3.13  2.83
H  2.27  3.60  2.58
H  1.74  1.90  2.38
C  0.67  -3.24  1.54
C  0.75  -4.47  0.63
C  0.32  -3.60  2.96
C  1.94  -2.43  1.51
H  2.21  -2.19  0.47
H  2.75  -3.01  1.97
H  1.79  -1.50  2.06
H  -0.60  -4.19  2.96
H  0.19  -2.69  3.56
H  1.13  -4.20  3.40
O  -0.17  -4.19  -0.49
H  0.40  -5.38  1.13
H  1.74  -4.67  0.19
O  -0.65  4.31  -0.31
H  1.18  5.27  -0.03
H  0.18  5.04  1.45
C  -1.92  2.41  -1.07
C  -1.78  -2.52  -1.13
C  -1.26  -1.25  -1.77
H  -2.69  -2.32  -0.54
H  -2.05  -3.28  -1.86
C  -1.52  -0.06  -1.15
C  -1.38  1.16  -1.75
H  -3.21  -0.13  2.74
C  -0.71  1.19  -3.00
C  -0.38  0.00  -3.66
C  -0.51  2.50  -3.66
C  -0.59  -1.22  -3.01
H  0.06  0.02  -4.67
C  -0.28  -2.52  -3.66
H  0.32  -2.39  -4.55
H  -1.20  -3.04  -3.95
H  0.26  -3.22  -3.02
H  -1.44  3.07  -3.76
H  -0.08  2.40  -4.66
H  0.18  3.15  -3.12
H  -2.33  3.15  -1.76
H  -2.70  2.16  -0.35
O  0.35  -0.61  4.72
C  0.08  0.07  3.76
O  0.21  -0.01  2.53
H  -0.31  0.96  4.21

Calculated values
Total charge: -1
Energy relative to the best compared isomer or geometry (same formula, charge and spin) in kJ/mol: 10.5
Gap between HOMO and LUMO in eV: 6.0
E in Eh: -1860.7437
2S+1: 1

=====

ORCA calculation (ωB97M-V/def2-TZVPD) on C26H31O2OsS6Te as an isolated structure.

CARTESIAN COORDINATES (ANGSTROEM)
Os  0.72  -0.55  -0.13
C  2.50  1.48  2.56
Te  0.54  0.70  2.19
C  0.04  2.71  1.63
C  1.11  3.56  2.28
C  0.92  4.93  2.43
C  1.91  5.70  3.01
C  3.09  5.11  3.45
C  3.28  3.75  3.31
C  2.29  2.97  2.72
H  3.14  1.22  1.72
H  2.88  1.00  3.46
H  -0.95  2.92  2.02
H  0.02  2.78  0.55
H  0.00  5.39  2.10
H  1.76  6.77  3.13
H  3.86  5.71  3.91
H  4.19  3.29  3.68
O  1.85  -1.90  0.71
S  2.60  -3.16  0.01
C  1.73  -4.59  0.72
C  2.80  -5.39  1.46
C  3.69  -4.36  2.15
C  4.07  -3.35  1.06
H  1.22  -5.12  -0.08
H  1.01  -4.14  1.40
H  3.37  -6.00  0.77
H  2.32  -6.06  2.17
H  4.60  -4.81  2.56
H  3.17  -3.87  2.97
H  4.84  -3.73  0.39
H  4.34  -2.36  1.41
C  -7.68  0.08  -1.03
C  -6.21  -0.11  -1.02
C  -5.55  -0.66  -2.13
C  -4.20  -0.85  -2.15
C  -3.56  -1.45  -3.37
C  -3.43  -0.46  -0.98
C  -2.08  -0.63  -1.07
O  -1.22  -0.32  -0.11
C  -4.11  0.09  0.18
C  -3.38  0.49  1.43
C  -5.46  0.25  0.12
H  -8.13  -0.20  -1.97
H  -7.93  1.13  -0.81
H  -8.14  -0.51  -0.23
H  -6.14  -0.94  -2.99
H  -4.33  -1.74  -4.09
H  -2.98  -2.34  -3.14
H  -2.91  -0.73  -3.87
H  -1.68  -1.04  -1.98
H  -2.81  -0.34  1.84
H  -4.09  0.83  2.18
H  -2.69  1.31  1.22
H  -5.99  0.67  0.97
C  3.64  2.80  -3.13
S  3.83  1.48  -4.34
C  2.71  0.32  -3.79
C  1.85  0.26  -2.71
S  1.71  1.02  -1.16
S  0.82  -1.17  -2.65
C  1.89  -2.20  -3.64
S  1.72  -3.77  -3.79
S  2.74  -1.16  -4.76
H  4.28  3.61  -3.48
H  4.00  2.49  -2.15
H  2.61  3.16  -3.09

Calculated values
Total charge: +3
Energy relative to the best compared isomer or geometry (same formula, charge and spin) in kJ/mol: 0.0
Gap between HOMO and LUMO in eV: 5.7
E in Eh: -3906.6359
2S+1: 1

=====

ORCA calculation (ωB97M-V/def2-TZVPD) on C29H26CsIN4O2Se as an isolated structure.

CARTESIAN COORDINATES (ANGSTROEM)
Cs  -0.53  0.05  -1.52
C  -1.98  -0.38  2.71
C  -0.56  -0.55  3.14
C  -0.16  -1.62  3.94
C  1.18  -1.79  4.24
C  2.10  -0.89  3.72
C  1.62  0.15  2.93
N  0.33  0.32  2.66
C  2.56  1.12  2.29
C  3.74  1.51  2.91
C  4.57  2.40  2.25
C  4.20  2.88  1.01
C  2.98  2.45  0.47
N  2.20  1.58  1.09
C  2.49  2.97  -0.84
C  3.34  3.16  -1.91
C  2.78  3.59  -3.11
C  1.43  3.85  -3.17
C  0.65  3.68  -2.02
C  -0.82  3.95  -2.06
N  1.18  3.23  -0.89
H  -2.68  -0.73  3.48
H  -2.12  -0.99  1.82
H  -2.18  0.66  2.47
H  -0.90  -2.33  4.29
H  1.51  -2.63  4.83
H  3.16  -1.02  3.89
H  3.99  1.14  3.89
H  5.50  2.73  2.71
H  4.80  3.60  0.48
H  4.39  2.91  -1.84
H  3.40  3.70  -4.00
H  0.95  4.13  -4.10
H  -1.02  5.01  -2.28
H  -1.30  3.69  -1.12
H  -1.23  3.36  -2.88
I  -3.69  -3.00  -0.03
C  -2.19  -4.47  -0.14
C  -2.56  -5.74  -0.45
C  -1.58  -6.76  -0.52
C  -0.27  -6.46  -0.28
C  0.12  -5.13  0.05
C  1.48  -4.83  0.30
C  1.83  -3.55  0.63
C  0.84  -2.53  0.70
C  -0.51  -2.73  0.46
C  -0.84  -4.08  0.13
H  -3.60  -5.98  -0.64
H  -1.88  -7.77  -0.77
H  0.49  -7.23  -0.33
H  2.22  -5.62  0.24
H  2.87  -3.30  0.83
H  1.19  -1.54  0.98
N  -3.99  1.48  -3.05
C  -4.55  2.83  -2.97
C  -4.56  3.36  -1.51
O  -5.04  4.50  -1.36
O  -4.08  2.59  -0.64
H  -2.31  1.39  -3.90
H  -4.58  0.82  -3.54
H  -3.87  1.19  -2.08
H  -5.57  2.89  -3.36
H  -3.94  3.52  -3.56
Se  -0.99  1.25  -4.64

Calculated values
Total charge: -2
Energy relative to the best compared isomer or geometry (same formula, charge and spin) in kJ/mol: 69.8
Gap between HOMO and LUMO in eV: 4.9
E in Eh: -4209.5083
2S+1: 1